The following is a quantum chemistry calculation of a cluster of 3 separate species, C8H18INO6PS2 in total at a distorted geometry, from the Open Molecules 2025 dataset.

Values from the calculation:
charge = +1
HOMO energy = -12.74 eV
2S+1 = 1
lowest unoccupied orbital energy = -4.843 eV

The geometry in XYZ format:
```
37
C8H18INO6PS2 wB97M-V/def2-TZVPD
O -3.68 -3.07 2.33
N -3.05 -2.44 1.67
O -1.68 -2.16 2.28
P -0.66 -3.36 2.38
I 0.26 -3.29 4.57
H -1.27 -4.59 2.17
H 0.34 -3.17 1.38
C 2.91 -1.84 -2.61
C 1.74 -0.86 -2.76
C 0.73 -1.17 -1.65
S 1.68 -1.86 -0.30
O 1.27 -3.25 -0.10
O 1.67 -0.95 0.82
C 3.26 -1.83 -1.12
H 3.77 -1.55 -3.21
H 2.61 -2.84 -2.91
H 2.10 0.17 -2.65
H 1.28 -0.93 -3.74
H 0.21 -0.28 -1.29
H 0.01 -1.92 -1.97
H 3.85 -2.69 -0.80
H 3.76 -0.91 -0.83
C -2.56 3.25 1.12
C -1.18 3.37 1.79
C -0.20 2.49 0.99
S -0.84 2.44 -0.69
O -1.23 1.08 -1.00
O 0.05 3.15 -1.57
C -2.30 3.41 -0.38
H -3.25 4.00 1.48
H -2.98 2.27 1.32
H -0.85 4.41 1.75
H -1.21 3.07 2.83
H 0.80 2.89 0.97
H -0.18 1.47 1.37
H -3.12 3.05 -1.01
H -2.07 4.44 -0.64
```

For each atom in turn, the Löwdin charge in e is: atom 1 (O): 0.19, atom 2 (N): 0.05, atom 3 (O): -0.43, atom 4 (P): 0.47, atom 5 (I): 0.66, atom 6 (H): 0.01, atom 7 (H): -0.03, atom 8 (C): -0.21, atom 9 (C): -0.19, atom 10 (C): -0.21, atom 11 (S): 0.69, atom 12 (O): -0.39, atom 13 (O): -0.33, atom 14 (C): -0.22, atom 15 (H): 0.12, atom 16 (H): 0.12, atom 17 (H): 0.12, atom 18 (H): 0.12, atom 19 (H): 0.06, atom 20 (H): 0.11, atom 21 (H): 0.11, atom 22 (H): 0.12, atom 23 (C): -0.22, atom 24 (C): -0.21, atom 25 (C): -0.21, atom 26 (S): 0.68, atom 27 (O): -0.35, atom 28 (O): -0.31, atom 29 (C): -0.22, atom 30 (H): 0.12, atom 31 (H): 0.12, atom 32 (H): 0.12, atom 33 (H): 0.11, atom 34 (H): 0.11, atom 35 (H): 0.09, atom 36 (H): 0.11, atom 37 (H): 0.11

---

The following is a quantum chemistry calculation of a cluster of 2 separate species, C2H9NO in total at a distorted geometry, from the Open Molecules 2025 dataset.

Values from the calculation:
charge = 0
HOMO energy = -8.83 eV
2S+1 = 1
lowest unoccupied orbital energy = 0.984 eV

The geometry in XYZ format:
```
13
C2H9NO wB97M-V/def2-TZVPD
C -1.16 0.09 1.46
N -0.14 -0.12 0.39
C -0.92 -0.34 -0.95
H -1.25 -0.77 2.08
H -0.56 0.89 2.12
H -2.14 0.38 0.99
H 0.31 -1.03 0.55
H -1.40 -1.30 -0.76
H -0.36 -0.30 -1.91
H -1.72 0.40 -0.98
H 2.52 1.20 -0.73
H 3.60 0.38 -1.58
O 3.21 0.51 -0.67
```

For each atom in turn, the Löwdin charge in e is: atom 1 (C): -0.16, atom 2 (N): -0.19, atom 3 (C): -0.12, atom 4 (H): 0.04, atom 5 (H): 0.11, atom 6 (H): 0.07, atom 7 (H): 0.08, atom 8 (H): 0.06, atom 9 (H): 0.07, atom 10 (H): 0.05, atom 11 (H): 0.03, atom 12 (H): 0.06, atom 13 (O): -0.11

---

The following is a quantum chemistry calculation of a cluster of 14 separate species, C48H131N13O4 in total at a distorted geometry, from the Open Molecules 2025 dataset.

Values from the calculation:
charge = +5
HOMO energy (spin up / spin down) = -17.74 / -17.74 eV
2S+1 = 2
expectation value of S² = 0.755
lowest unoccupied orbital energy (spin up / spin down) = -11.756 / -13.091 eV

The geometry in XYZ format:
```
196
C48H131N13O4 wB97M-V/def2-TZVPD
N -3.61 -1.98 -2.54
H -3.38 -1.82 -1.57
H -4.61 -2.11 -2.56
H -3.17 -2.77 -2.99
H -3.32 -1.16 -3.07
N 3.65 1.68 -1.62
H 3.18 1.16 -0.90
H 4.62 1.41 -1.52
H 3.42 2.66 -1.64
H 3.48 1.24 -2.52
N -4.69 0.83 0.59
H -5.47 0.43 1.10
H -4.65 1.79 0.90
H -4.73 0.72 -0.42
H -3.87 0.30 0.85
N 2.89 -2.24 -3.78
H 3.50 -3.04 -3.87
H 2.42 -2.03 -4.65
H 3.38 -1.40 -3.53
H 2.13 -2.45 -3.15
N -2.24 2.70 3.49
H -3.19 2.91 3.22
H -2.28 2.56 4.49
H -1.74 3.53 3.20
H -2.03 1.93 2.88
N 0.35 0.07 -3.93
H -0.65 0.12 -4.05
H 0.68 -0.51 -3.18
H 0.79 0.94 -3.69
H 0.73 -0.36 -4.76
C -0.73 -1.10 -0.86
C 0.47 -0.54 -0.64
C 0.75 0.39 0.52
O 1.84 1.07 0.62
C -0.22 0.68 1.43
C -1.55 0.04 1.37
C -1.84 -0.84 0.02
O -2.97 -1.19 -0.16
O -2.38 0.31 2.19
O 1.37 -0.97 -1.43
H -0.95 -1.76 -1.69
H -0.09 1.37 2.25
C -0.93 7.24 2.03
C -1.49 5.82 2.51
N -0.58 4.66 2.50
C 0.75 5.08 3.13
C 1.60 3.87 3.41
C -0.40 4.30 1.09
C -1.61 4.10 0.14
H -0.18 7.17 1.24
H -0.54 7.78 2.89
H -1.70 7.87 1.58
H -1.81 5.83 3.55
H -2.49 5.65 2.12
H 0.52 5.58 4.07
H 1.27 5.71 2.40
H 0.99 3.33 4.13
H 2.50 4.15 3.96
H 1.90 3.28 2.54
H 0.10 5.16 0.65
H 0.29 3.45 1.07
H -1.29 3.85 -0.87
H -2.06 3.17 0.51
H -2.35 4.90 0.14
C -8.72 -0.82 3.52
C -7.55 0.11 2.96
N -6.90 -0.44 1.77
C -6.07 -1.68 1.93
C -4.98 -1.32 3.01
C -7.68 -0.53 0.56
C -8.26 0.81 0.19
H -8.32 -1.73 3.97
H -9.58 -1.08 2.90
H -9.26 -0.32 4.32
H -7.78 1.16 2.76
H -6.80 0.29 3.73
H -6.77 -2.44 2.28
H -5.65 -2.03 0.99
H -4.12 -1.82 2.56
H -4.70 -0.27 3.10
H -5.23 -1.62 4.03
H -8.50 -1.16 0.89
H -7.14 -0.95 -0.29
H -8.50 0.75 -0.87
H -7.43 1.52 0.23
H -9.10 1.13 0.81
C -0.06 0.10 5.25
C 1.32 -0.04 5.90
N 1.78 -1.42 5.94
C 1.42 -2.31 4.79
C 2.05 -2.07 3.41
C 3.14 -1.47 6.39
C 3.76 -2.85 6.63
H -0.64 -0.78 5.54
H 0.11 0.16 4.17
H -0.69 0.98 5.36
H 2.06 0.58 5.39
H 1.19 0.27 6.94
H 1.73 -3.34 4.98
H 0.34 -2.39 4.69
H 1.37 -1.51 2.77
H 2.99 -1.52 3.50
H 2.37 -3.03 3.00
H 3.39 -0.91 7.29
H 3.83 -1.12 5.63
H 2.97 -3.55 6.90
H 4.53 -2.89 7.39
H 4.19 -3.27 5.72
C 6.29 -4.27 -3.06
C 5.32 -5.33 -3.63
N 4.00 -4.82 -3.21
C 2.95 -5.55 -3.96
C 2.88 -5.08 -5.50
C 3.74 -5.15 -1.78
C 2.41 -4.62 -1.16
H 6.41 -4.25 -1.98
H 6.27 -3.28 -3.51
H 7.26 -4.70 -3.32
H 5.49 -5.38 -4.71
H 5.49 -6.32 -3.20
H 3.00 -6.60 -3.70
H 1.96 -5.33 -3.57
H 3.82 -5.20 -6.03
H 2.13 -5.64 -6.07
H 2.56 -4.04 -5.60
H 4.56 -4.65 -1.27
H 3.98 -6.19 -1.55
H 2.21 -3.69 -1.69
H 2.48 -4.44 -0.08
H 1.63 -5.32 -1.46
C 1.44 4.10 -3.43
C 1.50 4.30 -1.92
N 2.95 4.48 -1.51
C 3.71 5.48 -2.35
C 3.15 6.89 -2.30
C 3.05 4.70 -0.02
C 4.41 4.40 0.53
H 1.75 4.99 -3.98
H 0.42 3.89 -3.73
H 2.03 3.34 -3.94
H 0.87 5.09 -1.52
H 1.08 3.42 -1.43
H 3.78 5.19 -3.40
H 4.70 5.41 -1.89
H 2.18 6.95 -2.79
H 3.77 7.57 -2.89
H 3.08 7.28 -1.28
H 2.73 5.67 0.35
H 2.45 3.98 0.52
H 4.98 5.29 0.79
H 4.28 3.82 1.44
H 4.99 3.84 -0.20
C -4.53 -4.48 -0.73
C -5.98 -4.05 -0.99
N -6.26 -3.45 -2.31
C -7.61 -2.89 -2.30
C -7.74 -1.71 -3.35
C -5.94 -4.35 -3.45
C -6.81 -5.69 -3.62
H -4.15 -5.04 -1.59
H -4.46 -5.19 0.10
H -3.86 -3.65 -0.52
H -6.52 -5.00 -0.92
H -6.38 -3.47 -0.16
H -8.27 -3.76 -2.42
H -7.92 -2.55 -1.31
H -8.65 -1.12 -3.37
H -6.98 -0.96 -3.15
H -7.82 -2.10 -4.36
H -4.89 -4.64 -3.42
H -6.05 -3.84 -4.40
H -6.82 -6.33 -2.74
H -6.47 -6.26 -4.49
H -7.88 -5.51 -3.67
C 6.90 2.11 -2.72
C 6.73 0.72 -1.99
N 6.17 0.83 -0.60
C 5.85 -0.47 -0.02
C 5.11 -1.41 -0.93
C 7.10 1.60 0.25
C 6.60 1.95 1.61
H 7.49 2.74 -2.06
H 5.92 2.57 -2.87
H 7.24 2.07 -3.75
H 6.04 0.09 -2.54
H 7.62 0.10 -2.08
H 6.67 -1.06 0.39
H 5.15 -0.35 0.80
H 4.50 -2.11 -0.37
H 4.34 -0.97 -1.56
H 5.85 -1.94 -1.54
H 7.37 2.54 -0.22
H 7.97 0.95 0.27
H 7.38 1.90 2.38
H 5.78 1.35 1.99
H 6.20 2.96 1.63
```

Atom charges from the Löwdin analysis, given in e for atoms 1 to 99: atom 1 (N): 0.31, atom 2 (H): 0.02, atom 3 (H): 0.09, atom 4 (H): 0.14, atom 5 (H): 0.13, atom 6 (N): 0.32, atom 7 (H): 0.07, atom 8 (H): 0.05, atom 9 (H): 0.07, atom 10 (H): 0.11, atom 11 (N): 0.32, atom 12 (H): 0.05, atom 13 (H): 0.14, atom 14 (H): 0.14, atom 15 (H): 0.05, atom 16 (N): 0.33, atom 17 (H): 0.08, atom 18 (H): 0.12, atom 19 (H): 0.12, atom 20 (H): 0.09, atom 21 (N): 0.33, atom 22 (H): 0.14, atom 23 (H): 0.15, atom 24 (H): 0.05, atom 25 (H): 0.05, atom 26 (N): 0.35, atom 27 (H): 0.15, atom 28 (H): 0.05, atom 29 (H): 0.14, atom 30 (H): 0.14, atom 31 (C): -0.01, atom 32 (C): -0.36, atom 33 (C): -0.36, atom 34 (O): -0.05, atom 35 (C): -0.02, atom 36 (C): -0.30, atom 37 (C): -0.29, atom 38 (O): 0.00, atom 39 (O): -0.01, atom 40 (O): -0.11, atom 41 (H): 0.10, atom 42 (H): 0.09, atom 43 (C): -0.03, atom 44 (C): -0.24, atom 45 (N): -0.22, atom 46 (C): -0.19, atom 47 (C): -0.08, atom 48 (C): -0.26, atom 49 (C): -0.05, atom 50 (H): 0.06, atom 51 (H): 0.08, atom 52 (H): 0.08, atom 53 (H): 0.11, atom 54 (H): 0.10, atom 55 (H): 0.14, atom 56 (H): 0.11, atom 57 (H): 0.06, atom 58 (H): 0.09, atom 59 (H): 0.05, atom 60 (H): 0.09, atom 61 (H): 0.08, atom 62 (H): 0.06, atom 63 (H): 0.04, atom 64 (H): 0.08, atom 65 (C): -0.03, atom 66 (C): -0.19, atom 67 (N): -0.28, atom 68 (C): -0.19, atom 69 (C): -0.07, atom 70 (C): -0.28, atom 71 (C): -0.06, atom 72 (H): 0.07, atom 73 (H): 0.08, atom 74 (H): 0.08, atom 75 (H): 0.11, atom 76 (H): 0.10, atom 77 (H): 0.12, atom 78 (H): 0.08, atom 79 (H): 0.06, atom 80 (H): 0.04, atom 81 (H): 0.09, atom 82 (H): 0.12, atom 83 (H): 0.09, atom 84 (H): 0.08, atom 85 (H): 0.06, atom 86 (H): 0.10, atom 87 (C): -0.05, atom 88 (C): -0.15, atom 89 (N): 0.05, atom 90 (C): -0.15, atom 91 (C): -0.02, atom 92 (C): -0.20, atom 93 (C): -0.04, atom 94 (H): 0.09, atom 95 (H): 0.05, atom 96 (H): 0.07, atom 97 (H): 0.15, atom 98 (H): 0.15, atom 99 (H): 0.12

---

Computed values of relative energy (zero: lowest compared OMol25 entry of this formula, charge and spin) (unit: eV) for the preceding records, in sequence: 0.236; 1.394; 0.193.